A structure of composition C25H28CeF5O2 in a non-equilibrium geometry, computed with ωB97M-V/def2-TZVPD.

```
61
Properties=species:S:1:pos:R:3:nbo_charge:R:1
O -1.7352 -4.3609 -0.8837 -0.58
C -2.5384 -4.8480 0.2298 -0.06
C -2.6428 -6.2716 -0.3067 -0.46
H -3.4894 -4.3057 0.2828 0.18
H -1.9837 -4.7574 1.1723 0.17
C -1.7572 -5.7139 -1.4611 0.28
H -3.6615 -6.5550 -0.5885 0.22
H -2.1658 -7.0042 0.3484 0.22
C -2.4351 -5.6595 -2.8103 -0.63
H -3.4231 -5.1963 -2.7227 0.22
H -2.5753 -6.6555 -3.2406 0.22
H -1.8119 -5.0736 -3.4949 0.21
C -0.3719 -6.3240 -1.5270 -0.63
H 0.1228 -6.3201 -0.5493 0.21
H 0.2436 -5.7696 -2.2450 0.21
H -0.4139 -7.3663 -1.8631 0.23
Ce 1.0163 2.0824 0.1768 1.22
C 3.4455 2.5857 1.0339 -0.28
C 2.6659 2.8420 2.2022 -0.22
C 2.1091 1.6049 2.6516 -0.28
H 2.5540 3.8075 2.6901 0.27
C 2.5510 0.5719 1.7593 -0.30
C 3.3837 1.1767 0.7628 -0.30
H 3.9092 0.6484 -0.0368 0.26
H 4.0303 3.3251 0.4865 0.27
H 1.5083 1.4641 3.5521 0.26
H 2.3321 -0.4956 1.8554 0.26
C 1.8693 3.7172 -1.6345 -0.27
C 2.5749 2.4936 -1.8691 -0.26
C 1.6270 1.5065 -2.3010 -0.31
H 3.6533 2.3626 -1.7994 0.26
C 0.3385 2.1381 -2.3700 -0.28
C 0.4922 3.5036 -1.9665 -0.27
H -0.2867 4.2691 -1.9634 0.28
H 2.3071 4.6576 -1.3034 0.28
H 1.8573 0.4768 -2.5867 0.27
H -0.5844 1.6729 -2.7248 0.27
O -0.5042 -0.0576 0.2118 -0.57
C 0.1906 -1.1833 -0.4052 -0.05
C -0.3624 -2.4203 0.2626 -0.45
H 1.2817 -1.0717 -0.2754 0.20
H -0.0363 -1.1644 -1.4825 0.20
C -1.7069 -1.9880 0.8902 -0.44
H 0.3002 -2.8267 1.0425 0.21
H -0.4637 -3.1848 -0.5019 0.30
C -1.4957 -0.5208 1.1864 -0.05
H -1.9589 -2.5556 1.7875 0.24
H -2.5195 -2.1296 0.1657 0.23
H -1.0566 -0.3971 2.1885 0.18
H -2.3816 0.1176 1.0856 0.22
F 2.6299 6.0741 0.9386 -0.32
C 1.3034 5.8736 1.1764 0.35
C 0.7146 4.6416 0.9665 -0.41
C -0.6248 4.5184 1.2576 0.31
F -1.2302 3.2566 1.1052 -0.30
C -1.4172 5.5774 1.7127 0.28
F -2.7330 5.4037 1.9577 -0.29
C -0.8128 6.8208 1.9065 0.28
F -1.5303 7.8717 2.3546 -0.27
C 0.5527 6.9626 1.6474 0.28
F 1.1462 8.1522 1.8656 -0.28
```

Its HOMO-LUMO gap is 7.1 eV. The calculation puts the energy above the lowest of the compared OMol25 structures with the same formula, charge and spin at 0.0 kJ/mol. As for the HOMO energy: -11.86 eV. As for the total charge: +1. The lowest unoccupied orbital energy is -4.78 eV. As for the molecular weight: 595.603 Da.

=====

A structure of composition C2H3NO2 in a non-equilibrium geometry, computed with ωB97M-V/def2-TZVPD.

```
8
Properties=species:S:1:pos:R:3:nbo_charge:R:1
C -1.0498 -1.2670 -0.4470 1.04
C 0.6564 0.7772 0.3309 -0.48
N 0.2665 0.0562 -0.8212 -0.33
O -0.9885 -2.3581 -0.0787 -0.45
O -1.3209 -0.1294 -0.8040 -0.38
H 0.5588 0.2387 1.2770 0.17
H 1.7185 0.9322 0.1389 0.24
H 0.1592 1.7503 0.4040 0.19
```

Its HOMO-LUMO gap is 9.6 eV. The calculation puts the energy above the lowest of the compared OMol25 structures with the same formula, charge and spin at 411.6 kJ/mol. As for the HOMO energy: -8.91 eV. As for the total charge: 0. The lowest unoccupied orbital energy is 0.64 eV. As for the molecular weight: 73.051 Da.

=====

An isolated molecule of C6H12O, computed with ωB97M-V/def2-TZVPD.

```
19
Properties=species:S:1:pos:R:3:nbo_charge:R:1
C 2.0004 0.5462 -0.4390 -0.62
C 1.0874 -0.1931 0.5780 -0.40
C -0.3677 -0.3903 0.1337 -0.07
C -0.5945 -1.4589 -0.9168 -0.60
C -1.5247 -0.1826 1.0991 -0.43
C -1.2329 0.8440 0.0559 0.07
O -0.7298 2.0553 0.5415 -0.70
H 2.3135 1.5219 -0.0549 0.21
H 1.4990 0.6838 -1.4038 0.20
H 2.9279 -0.0045 -0.6557 0.21
H 1.0787 0.3291 1.5420 0.22
H 1.5761 -1.1562 0.7236 0.21
H 0.0698 -1.3177 -1.7767 0.21
H -0.4094 -2.4578 -0.5011 0.21
H -1.6280 -1.4445 -1.2849 0.21
H -1.3265 0.1086 2.1272 0.23
H -2.4137 -0.8006 0.9726 0.21
H -1.9184 0.9384 -0.7900 0.17
H -0.0875 2.3794 -0.1023 0.47
```

Its SMILES is CC[C@@]1(C)C[C@H]1O. Its HOMO-LUMO gap is 10.4 eV. The calculation puts the energy above the lowest of the compared OMol25 structures with the same formula, charge and spin at 119.2 kJ/mol. As for the HOMO energy: -9.42 eV. As for the total charge: 0. The lowest unoccupied orbital energy is 0.96 eV. As for the molecular weight: 100.161 Da.

=====

A cluster of 3 separate species, C22H53N7O3P2Si in total in a non-equilibrium geometry, computed with ωB97M-V/def2-TZVPD.

```
88
Properties=species:S:1:pos:R:3:mulliken_charge:R:1
C -0.7919 3.4066 -3.8349 -1.01
N -0.2579 2.0971 -4.1217 0.27
C 0.8532 2.1064 -5.0608 -1.12
P -0.5572 0.5930 -3.3685 0.41
O 0.7353 0.3164 -2.6795 -0.69
N -1.5966 0.6267 -1.9960 0.33
C -2.4648 1.7352 -1.6540 -1.00
C -1.0742 0.0186 -0.7763 -0.83
N -1.8097 0.1453 -4.3924 0.13
C -2.3043 0.8952 -5.5333 -0.87
C -2.6712 -0.9698 -4.0124 -0.97
H -1.0970 3.9064 -4.7644 0.38
H -0.0568 4.0480 -3.3339 0.32
H -1.6847 3.3796 -3.2211 0.32
H 0.6212 1.5282 -5.9664 0.32
H 1.7600 1.6855 -4.6179 0.25
H 1.0826 3.1229 -5.3777 0.41
H -1.9070 2.6007 -1.2752 0.34
H -3.1669 1.4288 -0.8743 0.23
H -3.0813 2.0367 -2.5053 0.20
H -0.4015 0.6938 -0.2317 0.30
H -0.5343 -0.8999 -0.9902 0.30
H -1.9044 -0.2384 -0.1127 0.16
H -2.9847 1.6911 -5.2151 0.25
H -2.8524 0.2340 -6.2076 0.36
H -1.5046 1.3272 -6.1284 0.24
H -3.5757 -0.6134 -3.5105 0.31
H -2.1601 -1.6534 -3.3387 0.29
H -2.9718 -1.5469 -4.8903 0.37
C -5.0975 -3.1283 1.3506 -1.08
N -4.5215 -2.1008 2.1842 0.45
C -3.0824 -2.2191 2.3617 -1.24
P -5.2054 -0.6585 2.7861 0.63
O -4.4748 0.3860 2.0118 -0.81
N -6.8142 -0.2923 2.2811 0.26
C -7.7097 -1.2535 1.6757 -1.19
C -7.0179 1.0252 1.6862 -1.08
N -5.7401 -1.3246 4.2299 0.06
C -5.5469 -2.6941 4.6742 -0.82
C -6.6917 -0.5784 5.0479 -0.97
H -4.8568 -4.1230 1.7490 0.37
H -4.7221 -3.0788 0.3212 0.30
H -6.1807 -3.0923 1.3135 0.30
H -2.8180 -2.3559 3.4195 0.30
H -2.5672 -1.3265 1.9974 0.21
H -2.6800 -3.0741 1.8201 0.48
H -7.4219 -1.5048 0.6468 0.34
H -8.7238 -0.8471 1.6439 0.40
H -7.7776 -2.1667 2.2726 0.26
H -6.7205 1.0571 0.6306 0.30
H -6.4573 1.7886 2.2170 0.32
H -8.0763 1.2921 1.7508 0.39
H -6.2790 -3.3637 4.2122 0.24
H -5.6696 -2.7575 5.7571 0.35
H -4.5464 -3.0637 4.4681 0.23
H -7.7185 -0.8944 4.8417 0.31
H -6.6240 0.4902 4.8594 0.31
H -6.4945 -0.7308 6.1114 0.36
O 8.3496 -1.3579 2.2987 -0.57
C 8.9036 -0.7228 1.1994 0.37
C 9.5650 -1.4518 0.2266 -0.48
C 10.0770 -0.7951 -0.8792 -0.34
C 9.9517 0.5741 -1.0320 -0.73
C 9.2848 1.2991 -0.0556 -0.41
C 8.7601 0.6526 1.0549 0.70
C 7.9882 1.4344 2.1035 -1.37
N 6.5328 1.2189 2.0830 -0.34
C 5.9857 1.1430 0.7224 -0.25
C 4.4817 1.4377 0.7086 -0.92
C 3.6239 0.2274 1.1214 -0.81
Si 3.4263 -1.0822 -0.2204 0.51
H 8.9556 -1.3176 3.0457 0.33
H 9.6389 -2.5261 0.3413 0.43
H 10.5730 -1.3578 -1.6611 0.36
H 10.3627 1.0602 -1.9074 0.38
H 9.1404 2.3695 -0.1462 0.39
H 8.3700 1.1687 3.0915 0.44
H 8.1920 2.5019 1.9783 0.42
H 6.4203 0.2956 2.4922 0.36
H 6.1399 0.1727 0.2378 0.20
H 6.4650 1.9305 0.1348 0.33
H 4.2286 1.6903 -0.3279 0.36
H 4.2999 2.3071 1.3426 0.34
H 2.6123 0.5944 1.3328 0.38
H 3.9827 -0.1927 2.0650 0.40
H 3.3276 -2.4105 0.4369 -0.21
H 4.6782 -1.1505 -1.0160 -0.16
H 2.2775 -0.8249 -1.1022 -0.09
```

Its SMILES is CN(C)P(=O)(N(C)C)N(C)C.CN(C)P(=O)(N(C)C)N(C)C.Oc1ccccc1CNCCC[SiH3]. Its HOMO-LUMO gap is 8.8 eV. As for the HOMO energy: -8.13 eV. As for the total charge: 0. The lowest unoccupied orbital energy is 0.68 eV. As for the molecular weight: 553.746 Da.

=====

A cluster of 3 separate species, C36H71N3O7S in total in a non-equilibrium geometry, computed with ωB97M-V/def2-TZVPD.

```
118
Properties=species:S:1:pos:R:3:lowdin_spin:R:1
C -0.5140 -2.2197 1.8111 0.00
C -0.1773 -1.4389 3.0900 0.00
C -0.0258 0.0745 2.9028 0.00
C 0.7757 0.4945 1.6873 0.00
C 0.6473 1.9775 1.3230 0.00
C -0.7044 2.3475 0.6527 0.00
C -1.6450 3.3222 1.4007 0.00
C -3.0121 2.7701 1.8464 0.00
C -4.0291 2.6379 0.6882 0.00
C -4.8099 1.3032 0.4380 0.00
C -5.3711 1.4487 -0.9985 0.00
C -5.9748 0.2406 -1.6904 0.00
O -5.9872 0.5222 -3.1205 0.00
C -5.5354 -0.4576 -3.9129 0.00
O -4.4000 -0.6916 -4.0851 0.00
C -3.9212 0.0603 0.5603 0.00
C -4.5411 -1.1951 1.1993 0.00
S -6.2997 -1.3775 1.2733 0.00
O -6.6339 -1.8545 2.5807 0.00
O -6.7784 -2.0340 0.0933 0.00
O -6.8249 0.1231 1.1687 0.00
C -5.9723 1.2532 1.4358 0.00
N -5.5262 1.2149 2.8159 0.00
C -6.6241 1.0396 3.7957 0.00
C -6.2484 1.6547 5.1449 0.00
H -1.0863 -1.6082 1.1129 0.00
H 0.3766 -2.5757 1.2894 0.00
H -1.1200 -3.0967 2.0537 0.00
H 0.7217 -1.8385 3.5679 0.00
H -0.9915 -1.6095 3.8029 0.00
H 0.5010 0.4949 3.7663 0.00
H -1.0209 0.5316 2.8975 0.00
H 0.5021 -0.0906 0.8029 0.00
H 1.8204 0.2662 1.8970 0.00
H 1.4483 2.2080 0.6209 0.00
H 0.8245 2.5978 2.2068 0.00
H -1.2399 1.4215 0.4393 0.00
H -0.4792 2.7787 -0.3275 0.00
H -1.1288 3.7223 2.2791 0.00
H -1.8416 4.1814 0.7504 0.00
H -3.4014 3.4626 2.6014 0.00
H -2.8979 1.8144 2.3561 0.00
H -3.5083 2.8873 -0.2407 0.00
H -4.8010 3.4065 0.8089 0.00
H -6.1194 2.2498 -1.0041 0.00
H -4.5441 1.7852 -1.6288 0.00
H -5.3804 -0.6583 -1.5217 0.00
H -7.0019 0.0462 -1.3905 0.00
H -6.3376 -1.0006 -4.4249 0.00
H -3.5523 -0.1996 -0.4339 0.00
H -3.0402 0.2874 1.1478 0.00
H -4.2385 -2.0988 0.6661 0.00
H -4.2322 -1.2872 2.2387 0.00
H -6.6182 2.1182 1.2281 0.00
H -5.1313 2.1272 3.0230 0.00
H -7.5396 1.5051 3.4093 0.00
H -6.8102 -0.0240 3.9000 0.00
H -5.1840 1.8988 5.1802 0.00
H -6.4341 0.9584 5.9641 0.00
H -6.8217 2.5584 5.3555 0.00
C -0.9939 -2.9635 -3.9747 0.00
C -0.3309 -1.7766 -3.2481 0.03
C -0.1562 -0.5792 -4.1903 0.02
C 0.9568 -0.7527 -5.2241 0.00
C 2.2704 -1.1750 -4.5722 0.02
C 2.1179 -2.4216 -3.7001 0.03
N 1.0308 -2.1488 -2.7037 0.39
O 1.4282 -1.4018 -1.7427 0.51
C 1.8114 -3.6547 -4.5573 0.00
C 3.4041 -2.7221 -2.9436 0.00
C -1.2524 -1.4055 -2.0867 0.00
H -0.5523 -3.9109 -3.6706 0.00
H -2.0524 -2.9993 -3.7208 0.00
H -0.9235 -2.8858 -5.0590 0.00
H 0.0513 0.3077 -3.5826 0.00
H -1.1139 -0.4068 -4.6865 0.00
H 0.6620 -1.4825 -5.9824 0.00
H 1.1013 0.1902 -5.7540 0.00
H 3.0305 -1.3783 -5.3306 0.00
H 2.6476 -0.3583 -3.9483 0.00
H 1.6177 -4.5236 -3.9275 0.00
H 2.6887 -3.8672 -5.1687 0.00
H 0.9691 -3.5264 -5.2295 0.00
H 3.7408 -1.8761 -2.3525 0.00
H 4.1788 -2.9670 -3.6718 0.00
H 3.2696 -3.5782 -2.2812 0.00
H -1.3414 -2.2303 -1.3755 0.00
H -2.2378 -1.2005 -2.5110 0.00
H -0.9212 -0.5211 -1.5470 0.00
C 5.7691 -1.1424 -0.0222 0.00
C 5.5837 0.3898 0.0013 0.03
C 6.8225 1.1187 -0.5290 0.02
C 8.0019 1.1412 0.4416 0.00
C 7.5711 1.6529 1.8156 0.02
C 6.3928 0.8704 2.3992 0.03
N 5.2892 0.8906 1.3842 0.39
O 4.5934 1.9628 1.4095 0.51
C 6.8188 -0.5535 2.7703 0.00
C 5.8698 1.5434 3.6602 0.00
C 4.3792 0.7213 -0.8676 0.00
H 5.3511 -1.6103 0.8671 0.00
H 5.2413 -1.5606 -0.8764 0.00
H 6.8110 -1.4520 -0.1094 0.00
H 6.5381 2.1491 -0.7631 0.00
H 7.1078 0.6453 -1.4718 0.00
H 8.4534 0.1490 0.5255 0.00
H 8.7792 1.7940 0.0405 0.00
H 8.3984 1.6034 2.5276 0.00
H 7.2813 2.7046 1.7317 0.00
H 5.9602 -1.1370 3.1041 0.00
H 7.5280 -0.4899 3.5961 0.00
H 7.3056 -1.0927 1.9640 0.00
H 5.6085 2.5827 3.4824 0.00
H 6.6487 1.4995 4.4227 0.00
H 4.9852 1.0270 4.0350 0.00
H 3.4808 0.2477 -0.4834 0.00
H 4.5609 0.3317 -1.8711 0.00
H 4.2088 1.7928 -0.9359 0.00
```

Its HOMO-LUMO gap (alpha / beta) is 8.6 / 9.8 eV. As for the HOMO energy (alpha / beta): -7.98 / -9.22 eV. As for the total charge: 0. The lowest unoccupied orbital energy (alpha / beta) is 0.66 / 0.56 eV. As for the spin multiplicity: 3. As for the molecular weight: 690.045 Da.

=====

The ion C6H9O with charge +1 in a non-equilibrium geometry, computed with ωB97M-V/def2-TZVPD.

```
16
Properties=species:S:1:pos:R:3:nbo_charge:R:1
C 0.5800 0.7509 1.0318 -0.42
C -0.6867 0.6412 -1.0491 -0.44
C 0.8862 -0.9848 -0.5251 -0.10
C 0.7012 0.5998 -0.4820 -0.24
C -0.4659 -0.3929 1.2414 0.06
C -1.3065 -0.4311 -0.0204 0.06
O -0.2396 -1.3897 0.2015 -0.27
H 1.5188 0.6257 1.4842 0.25
H 0.2162 1.6799 1.4011 0.26
H -0.9779 1.7133 -0.7988 0.26
H -0.9428 0.6011 -2.1075 0.28
H 0.9966 -1.5716 -1.4225 0.25
H 1.7924 -1.2254 -0.0585 0.23
H 1.3348 1.1888 -1.0144 0.26
H -1.0111 -0.9037 2.0366 0.27
H -2.3955 -0.9015 0.0817 0.29
```

Its HOMO-LUMO gap is 13.5 eV. The calculation puts the energy above the lowest of the compared OMol25 structures with the same formula, charge and spin at 153.6 kJ/mol. As for the HOMO energy: -16.23 eV. As for the total charge: +1. The lowest unoccupied orbital energy is -2.72 eV. As for the molecular weight: 97.137 Da.

=====

A cluster of 2 separate species, C7H6NPS in total in a non-equilibrium geometry, computed with ωB97M-V/def2-TZVPD.

```
16
Properties=species:S:1:pos:R:3:nbo_charge:R:1
S -2.3006 1.0705 1.7149 -0.45
P -1.7731 -0.1717 0.2021 0.77
C 0.0137 -0.0293 0.3613 -0.48
C 0.6479 0.9917 1.0754 -0.16
C 2.0695 0.9909 1.1387 -0.20
C 2.7978 -0.0255 0.5626 -0.20
C 2.1671 -1.0148 -0.0405 -0.22
C 0.7891 -1.0506 -0.1676 -0.17
H -0.0220 1.6870 1.5167 0.24
H 2.6644 1.7535 1.5552 0.21
H 3.8551 0.0579 0.7383 0.22
H 2.5149 -1.9546 -0.4309 0.22
H 0.2687 -1.8659 -0.7286 0.21
C -4.5732 -0.1220 -2.5294 0.11
N -3.8776 -0.0666 -1.6381 -0.32
H -5.2417 -0.2503 -3.3299 0.23
```

Its SMILES is S=Pc1ccccc1.C#N. Its HOMO-LUMO gap is 7.2 eV. The calculation puts the energy above the lowest of the compared OMol25 structures with the same formula, charge and spin at 0.0 kJ/mol. As for the HOMO energy: -8.27 eV. As for the total charge: 0. The lowest unoccupied orbital energy is -1.12 eV. As for the molecular weight: 167.173 Da.